[1]
Molecular formula: C32H103CaMgN6O18
Method: DFT, ωB97M-V/def2-TZVPD

## Properties
* 2S+1: 1
* E_HOMO: -10.28 eV
* net charge: +1

Positions of all 161 atoms, in Å:
Ca  14.70  15.31  15.99
Mg  12.27  15.01  14.14
O  13.95  15.97  13.90
H  13.94  16.84  13.53
O  14.34  13.24  15.12
H  14.26  12.38  15.58
O  12.05  15.18  16.11
H  11.78  14.34  16.52
C  15.62  12.76  19.29
C  14.21  13.17  19.00
C  13.36  13.18  20.26
O  12.07  13.63  19.87
C  11.14  13.73  20.91
N  14.20  14.47  18.35
H  15.64  11.86  19.91
H  16.14  13.55  19.80
H  16.18  12.53  18.37
H  13.71  12.46  18.32
H  13.77  13.88  21.00
H  13.36  12.17  20.67
H  11.45  14.51  21.66
H  10.86  12.80  21.41
H  10.21  14.07  20.45
H  13.26  14.88  18.32
H  14.69  15.17  18.92
C  12.28  9.27  19.62
C  11.99  8.25  20.68
C  10.48  8.22  21.01
O  10.11  9.43  21.58
C  8.93  9.36  22.33
N  12.44  6.98  20.18
H  13.36  9.38  19.43
H  11.81  10.22  19.91
H  11.69  8.95  18.74
H  12.52  8.54  21.64
H  10.25  7.39  21.71
H  9.92  7.99  20.10
H  9.13  9.04  23.37
H  8.14  8.74  21.88
H  8.52  10.37  22.42
H  13.38  7.04  19.82
H  12.20  6.24  20.79
C  20.38  10.54  19.90
C  19.14  11.07  19.13
C  19.36  11.31  17.66
O  19.85  10.11  17.11
C  20.00  10.18  15.69
N  18.04  10.12  19.28
H  20.85  9.65  19.49
H  20.14  10.40  20.93
H  21.13  11.31  19.80
H  18.84  12.03  19.55
H  20.10  12.12  17.48
H  18.43  11.66  17.12
H  20.54  9.26  15.45
H  20.47  11.11  15.34
H  19.00  10.12  15.31
H  18.41  9.19  19.16
H  17.34  10.31  18.59
C  8.89  15.57  15.01
C  9.48  14.47  14.06
C  8.33  13.79  13.30
O  8.91  13.09  12.27
C  8.10  12.12  11.62
N  10.46  15.17  13.25
H  9.62  16.04  15.71
H  8.13  15.13  15.70
H  8.36  16.31  14.41
H  10.04  13.71  14.61
H  7.68  14.59  12.84
H  7.67  13.23  14.02
H  8.76  11.59  10.92
H  7.29  12.65  11.13
H  7.80  11.32  12.33
H  10.69  14.58  12.46
H  10.19  16.09  12.90
C  14.29  9.44  15.07
C  15.08  9.25  16.40
C  16.01  8.05  16.37
O  16.79  8.01  15.16
C  17.99  7.21  15.32
N  15.96  10.41  16.70
H  13.56  8.62  14.95
H  14.95  9.56  14.21
H  13.74  10.41  15.10
H  14.31  9.13  17.19
H  15.45  7.11  16.49
H  16.71  8.08  17.22
H  17.66  6.17  15.47
H  18.55  7.61  16.18
H  18.41  7.31  14.32
H  15.55  11.30  16.45
H  16.72  10.39  16.02
C  11.74  11.27  10.42
C  13.25  11.32  10.35
C  13.87  10.75  9.05
O  15.28  10.62  9.23
C  15.96  10.41  8.00
N  13.76  12.66  10.72
H  11.41  10.27  10.10
H  11.33  11.90  9.61
H  11.32  11.59  11.37
H  13.71  10.70  11.13
H  13.77  11.51  8.24
H  13.41  9.80  8.75
H  15.55  9.58  7.45
H  17.00  10.30  8.29
H  15.80  11.26  7.35
H  13.60  13.34  9.99
H  14.75  12.65  10.86
O  17.02  14.81  15.65
H  17.78  15.34  15.33
H  17.20  13.86  15.35
O  16.98  12.37  14.48
H  15.97  12.46  14.44
H  17.25  12.25  13.58
O  12.57  13.21  13.32
H  12.98  13.16  12.45
H  13.33  13.09  14.00
O  14.19  17.53  16.93
H  14.61  18.34  16.57
H  13.33  17.80  17.33
O  15.77  14.48  11.28
H  16.49  15.09  11.26
H  15.16  14.87  11.92
C  17.99  9.00  11.78
C  16.84  9.92  12.18
O  17.05  11.28  11.94
H  18.88  9.32  12.29
H  18.11  9.01  10.70
H  17.71  7.97  12.01
H  16.71  9.80  13.24
H  15.91  9.52  11.70
H  16.91  11.48  11.00
C  10.30  10.94  15.63
C  11.32  11.59  16.49
O  10.75  12.67  17.29
H  9.85  11.65  14.92
H  9.51  10.44  16.20
H  10.70  10.05  15.15
H  12.07  12.08  15.86
H  11.77  10.89  17.20
H  11.14  12.64  18.18
C  10.61  17.49  19.91
C  10.70  16.98  18.52
O  12.00  17.13  17.96
H  9.56  17.39  20.21
H  10.86  18.56  19.95
H  11.23  16.97  20.65
H  9.90  17.35  17.82
H  10.57  15.87  18.58
H  11.96  16.46  17.24
C  11.45  7.95  12.30
C  12.47  7.29  11.38
O  12.08  5.95  11.02
H  11.17  7.38  13.17
H  10.56  8.25  11.74
H  11.86  8.88  12.66
H  13.48  7.17  11.81
H  12.53  7.88  10.44
H  12.43  5.71  10.15

=====

[2]
Molecular formula: C6H46O17
Method: DFT, ωB97M-V/def2-TZVPD

## Properties
* 2S+1: 1
* E_HOMO: -10.05 eV
* energy relative to the best compared isomer or geometry (same formula, charge and spin): 0.0 kJ/mol

Positions of all 69 atoms, in Å:
O  3.33  -0.79  -2.93
H  3.67  -1.38  -2.25
H  3.91  -0.01  -2.92
O  -0.61  0.33  3.60
H  -1.57  0.25  3.53
H  -0.40  1.11  3.03
O  -3.68  3.75  0.45
H  -3.84  3.03  -0.24
H  -4.32  4.44  0.20
O  -0.03  1.37  -4.42
H  -0.98  1.33  -4.61
H  0.33  0.44  -4.52
O  -4.37  -0.30  0.29
H  -4.91  -1.07  0.53
H  -4.15  0.14  1.13
O  -1.74  -2.13  -2.29
H  -1.79  -1.52  -1.52
H  -2.52  -2.71  -2.21
O  -4.53  1.90  -1.50
H  -4.63  0.98  -1.15
H  -5.16  1.99  -2.23
O  0.65  -1.34  -4.26
H  -0.05  -1.61  -3.64
H  1.49  -1.41  -3.76
O  1.67  2.67  3.29
H  2.39  2.03  3.16
H  1.15  2.65  2.45
O  -1.77  4.74  2.33
H  -2.33  4.55  1.50
H  -2.05  5.61  2.63
O  2.31  2.90  -4.45
H  2.70  2.25  -5.06
H  1.34  2.70  -4.46
O  3.39  1.99  -1.88
H  2.92  2.08  -2.76
H  2.85  1.36  -1.36
O  -1.16  3.64  5.01
H  -0.56  4.06  5.65
H  -0.78  3.87  4.14
O  4.28  0.39  0.02
H  4.20  -0.51  -0.31
H  4.71  0.90  -0.69
C  0.27  0.38  -0.01
C  -0.49  1.65  0.00
O  -0.29  2.23  1.26
H  -0.04  -0.17  0.90
H  1.35  0.50  0.07
H  0.07  -0.16  -0.93
H  -1.53  1.45  -0.24
H  -0.12  2.31  -0.80
H  -0.77  3.07  1.38
C  -0.06  -4.42  -0.10
C  0.62  -4.68  -1.42
O  -0.24  -4.57  -2.53
H  -0.11  -3.32  0.01
H  0.43  -4.87  0.75
H  -1.11  -4.73  -0.13
H  1.03  -5.69  -1.40
H  1.46  -3.99  -1.55
H  -0.70  -3.72  -2.50
C  0.26  -2.88  3.21
C  1.77  -2.67  3.02
O  2.57  -3.71  3.72
H  0.03  -3.79  2.65
H  -0.27  -2.05  2.76
H  0.06  -2.92  4.28
H  2.07  -1.70  3.47
H  2.03  -2.61  1.96
H  2.33  -3.63  4.66

=====

[3]
Molecular formula: C2H4N2S2
Method: DFT, ωB97M-V/def2-TZVPD

## Properties
* 2S+1: 1
* E_HOMO: -8.55 eV
* energy relative to the best compared isomer or geometry (same formula, charge and spin): 307.7 kJ/mol
* SMILES: N/N=C/SC=S

Positions of all 10 atoms, in Å:
C  0.64  0.17  -0.62
C  -0.15  1.52  1.45
H  0.05  -2.06  -1.76
H  -0.97  -2.33  -0.41
H  1.59  -0.07  -1.45
H  -0.88  0.69  1.27
N  -0.63  -1.68  -1.09
N  -0.30  -0.57  -0.28
S  0.93  1.74  0.20
S  -0.30  2.59  2.69

=====

[4]
Molecular formula: C4H9NO
Method: DFT, ωB97M-V/def2-TZVPD

## Properties
* 2S+1: 1
* E_HOMO: -7.77 eV
* energy relative to the best compared isomer or geometry (same formula, charge and spin): 443.0 kJ/mol

Positions of all 15 atoms, in Å:
C  1.01  0.27  1.13
N  0.00  -0.45  0.38
C  0.49  -1.75  -0.05
C  -0.57  0.32  -0.67
C  -1.61  1.25  -0.43
O  -1.57  2.17  -1.31
H  1.92  0.48  0.53
H  1.31  -0.31  2.01
H  0.61  1.23  1.47
H  0.83  -2.33  0.81
H  -0.31  -2.31  -0.54
H  1.34  -1.67  -0.75
H  -0.76  -0.23  -1.60
H  -0.48  1.55  -1.55
H  -2.34  1.30  0.38

=====

[5]
Molecular formula: C30H46Br3F3N4NaO10S2
Method: DFT, ωB97M-V/def2-TZVPD

## Properties
* 2S+1: 1
* E_HOMO: -7.10 eV
* net charge: +1

Positions of all 99 atoms, in Å:
C  1.97  2.30  0.33
C  1.15  3.04  -0.60
C  0.33  4.31  -0.11
O  0.33  4.59  1.11
O  -0.41  5.18  -1.01
C  -1.73  4.57  -1.05
C  -2.82  5.27  -0.10
C  -4.33  5.16  -0.63
C  -4.77  3.60  -0.86
C  -5.99  3.32  0.14
C  -6.33  1.76  0.33
C  -5.15  0.77  -0.10
O  -5.10  0.53  -1.55
C  -3.76  0.61  -2.03
O  -3.61  1.02  -3.21
H  1.77  2.40  1.45
H  2.82  1.60  0.02
H  1.14  2.72  -1.70
H  -2.16  4.46  -2.10
H  -1.59  3.50  -0.63
H  -2.78  4.74  0.92
H  -2.50  6.38  0.00
H  -4.47  5.81  -1.55
H  -5.00  5.61  0.20
H  -3.83  3.00  -0.65
H  -5.08  3.56  -1.97
H  -6.93  3.81  -0.35
H  -5.89  3.86  1.15
H  -6.50  1.60  1.48
H  -7.33  1.43  -0.16
H  -4.13  1.17  0.22
H  -5.30  -0.23  0.48
H  -2.83  0.27  -1.44
C  -2.94  -2.99  -3.80
N  -2.36  -3.65  -2.61
C  -3.07  -3.69  -1.46
C  -2.57  -4.33  -0.34
C  -1.32  -4.97  -0.39
C  -0.61  -4.89  -1.59
C  -1.14  -4.23  -2.68
C  -0.78  -5.71  0.75
C  -0.44  -7.07  0.63
C  0.12  -7.75  1.69
N  0.35  -7.13  2.86
C  0.02  -5.83  3.03
C  -0.55  -5.11  1.99
C  1.00  -7.85  3.98
H  -3.17  -1.96  -3.53
H  -3.84  -3.54  -4.08
H  -2.22  -3.01  -4.61
H  -4.04  -3.20  -1.46
H  -3.18  -4.36  0.56
H  0.38  -5.34  -1.69
H  -0.60  -4.16  -3.62
H  -0.62  -7.60  -0.30
H  0.39  -8.80  1.61
H  0.23  -5.38  4.00
H  -0.78  -4.06  2.16
H  0.34  -7.80  4.84
H  1.95  -7.37  4.18
H  1.16  -8.89  3.70
N  5.78  1.76  -3.06
S  4.28  1.80  -3.55
O  3.26  1.91  -2.54
O  3.94  1.02  -4.72
F  4.25  3.27  -4.16
S  6.12  0.41  -2.34
O  7.36  0.44  -1.60
O  5.88  -0.83  -3.05
F  5.06  0.33  -1.15
C  -6.08  3.47  5.45
C  -6.47  4.15  4.17
O  -5.68  4.27  3.25
C  -7.87  4.70  4.06
H  -5.04  3.13  5.38
H  -6.17  4.16  6.29
H  -6.72  2.60  5.62
H  -8.04  5.45  4.84
H  -8.59  3.88  4.17
H  -8.01  5.16  3.09
C  8.74  3.80  -4.76
Br  8.48  3.67  -2.84
Br  10.25  2.73  -5.36
Br  7.12  3.37  -5.75
H  8.98  4.84  -4.98
C  9.23  -1.18  0.00
C  8.42  -1.60  1.20
O  7.37  -1.05  1.50
N  8.89  -2.63  1.96
C  10.09  -3.40  1.77
H  8.73  -0.35  -0.51
H  10.22  -0.85  0.32
H  9.32  -2.01  -0.70
H  8.29  -2.85  2.75
H  9.81  -4.45  1.65
H  10.71  -3.30  2.67
H  10.66  -3.08  0.90
F  3.69  4.75  -2.73
Na  -7.14  1.42  2.90

=====

[6]
Molecular formula: C24H17CoN3O6
Method: DFT, ωB97M-V/def2-TZVPD

## Properties
* 2S+1: 5
* E_HOMO (spin up / spin down): -11.69 / -12.20 eV
* net charge: +1

Positions of all 51 atoms, in Å:
Co  -0.02  -0.30  0.05
C  -3.13  -1.06  -0.34
O  -2.13  -0.02  -0.22
C  -2.51  1.29  -0.27
C  -3.82  1.72  -0.35
C  -4.08  3.08  -0.37
C  -3.05  4.02  -0.32
C  -1.74  3.60  -0.24
C  -1.45  2.22  -0.21
N  -0.18  1.70  -0.13
N  0.77  2.59  -0.09
C  2.06  2.27  -0.06
C  2.61  0.89  -0.14
O  1.88  -0.12  -0.34
C  4.02  0.71  -0.01
C  4.84  1.77  0.15
C  4.36  3.13  0.18
C  5.26  4.18  0.33
C  4.80  5.49  0.35
C  3.44  5.75  0.23
C  2.53  4.71  0.09
C  2.98  3.38  0.07
H  -3.69  -0.91  -1.26
H  -3.77  -1.03  0.54
H  -2.56  -1.99  -0.36
H  -4.64  1.01  -0.38
H  -5.11  3.41  -0.43
H  -3.28  5.07  -0.34
H  -0.93  4.30  -0.19
H  4.39  -0.31  -0.04
H  5.91  1.61  0.26
H  6.31  3.98  0.42
H  5.50  6.31  0.46
H  3.08  6.77  0.25
H  1.48  4.92  0.01
O  -0.44  -3.99  1.64
C  -0.06  -2.84  1.56
O  -0.38  -2.05  0.57
C  0.87  -2.28  2.62
C  1.54  -3.17  3.46
C  2.45  -2.71  4.40
C  2.72  -1.36  4.53
C  2.04  -0.49  3.69
C  1.12  -0.92  2.76
N  2.31  0.96  3.76
O  2.96  1.38  4.69
O  1.77  1.66  2.91
H  1.33  -4.22  3.35
H  2.96  -3.42  5.04
H  3.43  -0.97  5.24
H  0.58  -0.16  2.22

=====

[7]
Molecular formula: C4H11N3O2
Method: DFT, ωB97M-V/def2-TZVPD

## Properties
* 2S+1: 2
* E_HOMO (spin up / spin down): 0.97 / -5.63 eV
* net charge: -1
* energy relative to the best compared isomer or geometry (same formula, charge and spin): 121.5 kJ/mol

Positions of all 20 atoms, in Å:
C  -0.29  2.75  0.15
C  0.81  0.77  -0.89
N  2.13  0.41  -0.71
N  0.58  2.14  -0.84
N  -0.09  -0.11  -1.12
H  2.63  0.94  -0.02
H  2.30  -0.58  -0.63
H  1.42  2.69  -0.96
H  -0.98  0.29  -1.39
H  0.30  -2.23  -0.98
H  -1.33  2.49  -0.04
H  -0.29  3.83  -0.06
H  0.00  2.60  1.19
C  -1.65  -2.04  0.90
C  -0.21  -2.46  1.00
O  0.35  -2.73  -0.17
O  0.38  -2.68  2.02
H  -2.03  -1.52  1.77
H  -2.19  -2.99  0.84
H  -1.84  -1.55  -0.05

=====

[8]
Molecular formula: C15H22As2GaSTe
Method: DFT, ωB97M-V/def2-TZVPD

## Properties
* 2S+1: 1
* E_HOMO: -10.47 eV
* net charge: +1
* energy relative to the best compared isomer or geometry (same formula, charge and spin): 0.0 kJ/mol

Positions of all 42 atoms, in Å:
Ga  -0.77  1.02  0.93
C  2.47  0.53  -1.08
As  1.27  -0.28  0.21
C  2.43  -1.03  1.58
C  0.57  -1.85  -0.69
C  1.40  -2.61  -1.51
C  0.92  -3.76  -2.13
C  -0.40  -4.14  -1.95
C  -1.24  -3.39  -1.14
C  -0.76  -2.24  -0.52
As  -1.98  -1.17  0.55
C  -3.61  -1.13  -0.49
C  -2.39  -2.25  2.09
H  3.34  -0.10  -1.24
H  2.78  1.50  -0.69
H  1.93  0.67  -2.01
H  3.15  -1.71  1.14
H  1.81  -1.56  2.30
H  2.94  -0.21  2.08
H  2.43  -2.32  -1.66
H  1.58  -4.34  -2.76
H  -0.78  -5.03  -2.43
H  -2.27  -3.69  -1.01
H  -4.10  -2.10  -0.47
H  -3.37  -0.86  -1.51
H  -4.28  -0.38  -0.07
H  -2.76  -3.23  1.78
H  -3.15  -1.75  2.69
H  -1.49  -2.39  2.69
C  -0.63  1.54  2.82
H  -0.50  0.66  3.46
H  -1.52  2.07  3.15
H  0.22  2.20  2.97
Te  -1.44  2.34  -1.14
C  -0.08  3.89  -0.75
C  0.69  4.52  -1.67
C  1.49  5.56  -1.10
C  1.31  5.67  0.24
S  0.14  4.56  0.82
H  0.70  4.26  -2.72
H  2.16  6.18  -1.67
H  1.78  6.36  0.92

=====

[9]
Molecular formula: C5H7NO
Method: DFT, ωB97M-V/def2-TZVPD

## Properties
* 2S+1: 1
* E_HOMO: -10.10 eV
* energy relative to the best compared isomer or geometry (same formula, charge and spin): 126.7 kJ/mol
* SMILES: CCC(=O)CC#N

Positions of all 14 atoms, in Å:
C  0.13  1.46  0.65
C  0.40  0.79  -0.70
C  -0.01  -0.64  -0.96
C  -0.92  -1.29  0.04
O  0.38  -1.28  -1.92
C  0.31  -1.55  0.88
N  1.30  -1.81  1.41
H  -0.90  1.34  1.00
H  0.30  2.54  0.55
H  0.80  1.10  1.44
H  -0.16  1.31  -1.49
H  1.46  0.88  -0.97
H  -1.35  -2.23  -0.32
H  -1.73  -0.62  0.40